(1)
# C33H76N9O7Pd

A structure of composition C33H76N9O7Pd at a distorted geometry (ωB97M-V/def2-TZVPD, the OMol25 dataset).

Last column: Mulliken charge in e.
CARTESIAN COORDINATES (ANGSTROEM)
Pd -5.113 0.743 2.556  0.810
C -2.634 -0.386 -1.000  -0.524
C -2.423 -0.717 0.501  0.196
C -1.024 -1.002 1.036  -0.992
O -3.204 0.034 1.430  -0.228
H -3.666 -0.547 -1.311  0.082
H -2.207 -1.116 -1.688  0.227
H -2.251 0.622 -1.162  0.204
H -2.912 -1.690 0.467  0.297
H -0.651 -1.701 0.289  0.381
H -1.004 -1.552 1.977  0.341
H -0.363 -0.136 1.012  0.189
C 6.072 3.632 -1.969  -1.835
C 5.379 3.082 -0.651  0.940
C 5.753 4.205 0.410  -1.103
C 4.949 4.035 1.683  -0.497
C 3.502 3.948 1.479  -1.273
C 3.082 2.931 0.318  1.357
N 3.931 2.944 -0.800  0.743
O 3.381 2.595 -2.012  -0.474
C 2.953 1.503 1.023  -1.274
C 1.642 3.421 -0.064  -2.271
C 6.059 1.667 -0.315  -1.443
H 5.931 2.883 -2.748  0.439
H 7.149 3.800 -1.949  0.361
H 5.547 4.471 -2.427  0.397
H 6.734 4.073 0.866  0.439
H 5.579 5.225 0.069  0.366
H 5.074 4.819 2.428  0.494
H 5.127 3.101 2.217  0.149
H 3.266 4.981 1.224  0.525
H 2.835 3.778 2.325  0.327
H 2.922 0.689 0.299  0.366
H 3.749 1.267 1.729  0.160
H 1.961 1.456 1.471  0.414
H 0.917 3.427 0.749  0.440
H 1.688 4.308 -0.697  0.415
H 1.284 2.580 -0.658  0.572
H 7.115 1.828 -0.097  0.421
H 5.845 1.050 -1.187  0.365
H 5.690 1.216 0.606  0.242
H 3.267 3.472 -2.384  0.318
C 5.459 -1.476 6.135  -1.863
C 4.122 -0.689 6.280  1.435
C 4.406 0.673 5.459  -1.310
C 3.131 1.434 5.108  -0.760
C 2.148 0.508 4.417  -0.875
C 1.792 -0.764 5.212  2.022
N 3.091 -1.484 5.625  0.362
O 2.887 -2.863 6.220  -0.471
C 0.787 -0.507 6.414  -1.683
C 1.196 -1.697 4.166  -2.008
C 3.904 -0.350 7.755  -1.755
H 6.204 -0.745 6.447  0.456
H 5.735 -1.824 5.139  0.385
H 5.552 -2.346 6.785  0.414
H 5.171 1.376 5.788  0.425
H 4.782 0.249 4.528  0.476
H 3.432 2.314 4.540  0.242
H 2.644 1.849 5.990  0.409
H 2.573 0.340 3.428  -0.124
H 1.238 1.087 4.258  0.465
H -0.182 -0.698 5.952  0.426
H 0.862 -1.178 7.270  0.322
H 0.905 0.498 6.818  0.326
H 0.175 -1.448 3.877  0.144
H 1.805 -1.841 3.274  0.387
H 0.992 -2.661 4.633  0.583
H 3.180 0.444 7.942  0.274
H 4.900 -0.247 8.185  0.415
H 3.455 -1.223 8.228  0.423
H 3.156 -3.421 5.487  0.327
C -1.445 -4.354 -5.553  -1.866
C -2.498 -4.297 -4.356  1.465
C -3.093 -2.862 -4.277  -1.060
C -4.332 -2.815 -3.463  0.179
C -5.374 -3.891 -4.032  -1.446
C -4.914 -5.292 -4.161  1.425
N -3.552 -5.318 -4.726  0.461
O -3.083 -6.554 -5.066  -0.480
C -4.939 -6.038 -2.785  -1.772
C -5.986 -5.999 -5.132  -1.915
C -1.936 -4.689 -3.058  -1.784
H -1.857 -4.425 -6.560  0.439
H -0.836 -5.257 -5.507  0.442
H -0.703 -3.563 -5.665  0.364
H -2.297 -2.310 -3.777  0.265
H -3.026 -2.573 -5.325  0.400
H -4.655 -1.775 -3.430  0.023
H -4.220 -3.114 -2.421  0.079
H -5.650 -3.465 -4.997  0.476
H -6.283 -3.742 -3.450  0.422
H -4.322 -6.936 -2.738  0.296
H -4.732 -5.318 -1.993  0.323
H -5.929 -6.485 -2.700  0.511
H -7.000 -6.120 -4.750  0.397
H -5.921 -5.501 -6.099  0.438
H -5.683 -7.032 -5.300  0.465
H -0.938 -4.315 -2.828  0.435
H -1.712 -5.753 -3.133  0.425
H -2.609 -4.554 -2.211  0.259
H -3.253 -6.626 -6.008  0.349
C -5.172 2.800 -2.992  0.610
O -4.541 3.763 -2.517  -0.632
N -5.106 1.557 -2.754  -0.185
N -5.982 2.950 -3.990  -0.454
H -4.847 1.383 -1.794  0.077
H -5.797 0.934 -3.148  0.223
H -6.044 3.871 -4.400  0.249
H -6.341 2.158 -4.503  0.141
C -0.558 2.581 -4.151  0.680
O -0.788 1.642 -4.885  -0.710
N 0.470 3.321 -4.292  -0.465
N -1.387 2.897 -3.279  -0.077
H 0.862 3.576 -3.396  0.190
H 1.035 3.000 -5.065  0.286
H -2.193 2.355 -3.003  -0.027
H -0.958 3.631 -2.734  0.099
C -4.077 3.462 1.016  0.519
O -4.730 2.675 1.638  -0.593
N -4.460 4.678 0.631  -0.313
N -2.874 3.166 0.696  -0.198
H -3.831 5.369 0.250  0.168
H -5.325 5.139 0.873  0.238
H -2.557 2.271 1.041  0.004
H -2.452 3.538 -0.142  0.223

## Properties
Total charge ... +1
Multiplicity ... 3
Calculated total energy ... -2449.7348 a.u.
HOMO energy (spin up / spin down) ... -0.3501 / -0.3501 Ha
LUMO level (spin up / spin down) ... -0.1533 / -0.2167 Eh


(2)
# C33H77BBr2IN2O15

A cluster of 7 separate species, C33H77BBr2IN2O15 in total (ωB97M-V/def2-TZVPD, the OMol25 dataset).

Last column: Mulliken charge in e.
CARTESIAN COORDINATES (ANGSTROEM)
C 1.834 3.378 -0.825  -0.858
C 2.301 2.363 -1.889  -0.121
B 3.273 3.005 -2.928  0.396
O 2.935 4.188 -3.529  -0.623
C 4.779 2.446 -3.249  0.992
O 5.618 3.512 -3.782  -0.322
N 5.244 3.881 -5.118  0.224
O 5.905 4.756 -5.499  -0.375
C 5.529 2.021 -1.955  -1.227
C 6.271 0.727 -2.284  -0.389
N 6.359 0.789 -3.792  0.213
C 7.030 -0.374 -4.499  -0.165
Br 6.216 -0.751 -6.208  0.039
C 8.515 -0.106 -4.777  -0.222
C 8.792 1.029 -5.762  -1.184
Br 9.530 0.168 -3.131  -0.084
C 4.959 1.235 -4.169  -1.570
I 3.532 -0.306 -3.850  0.249
H 1.681 4.367 -1.257  0.309
H 0.889 3.066 -0.382  -0.129
H 2.574 3.470 -0.029  0.396
H 1.437 1.995 -2.455  0.190
H 2.731 1.487 -1.399  0.287
H 2.786 4.219 -4.481  0.326
H 6.258 2.803 -1.741  0.353
H 4.893 1.934 -1.079  0.405
H 5.725 -0.175 -2.022  0.232
H 7.265 0.694 -1.861  0.524
H 6.956 1.607 -3.980  0.465
H 6.876 -1.262 -3.894  -0.064
H 8.891 -1.048 -5.168  0.641
H 8.049 1.830 -5.716  0.298
H 9.766 1.467 -5.564  0.418
H 8.789 0.646 -6.780  0.406
H 4.906 1.469 -5.224  0.848
C -1.726 1.288 -1.282  -0.764
O -1.480 1.497 0.091  -0.312
C -2.377 2.411 0.706  -0.480
C -3.453 1.710 1.501  -0.139
O -4.321 0.959 0.669  -0.425
C -4.050 -0.431 0.711  -0.623
H -1.085 0.464 -1.600  0.227
H -2.765 1.024 -1.493  0.342
H -1.466 2.182 -1.864  0.322
H -2.836 3.061 -0.047  0.383
H -1.789 3.040 1.381  0.220
H -4.050 2.466 2.022  0.479
H -2.994 1.060 2.254  -0.112
H -4.317 -0.845 1.688  0.295
H -2.992 -0.635 0.523  0.315
H -4.650 -0.917 -0.057  0.249
C 0.633 3.411 3.164  -0.211
O 1.421 4.458 3.690  -0.439
C 0.966 5.749 3.317  -0.410
C 0.138 6.398 4.404  -0.580
O -1.076 5.702 4.625  -0.376
C -1.067 4.885 5.780  -0.726
H 0.962 2.485 3.634  0.345
H -0.430 3.560 3.376  0.355
H 0.767 3.323 2.079  -0.137
H 0.375 5.691 2.396  0.235
H 1.846 6.366 3.118  0.425
H -0.112 7.418 4.095  0.379
H 0.721 6.458 5.329  0.324
H -1.063 5.492 6.691  0.332
H -0.202 4.217 5.796  0.323
H -1.980 4.292 5.760  0.241
C -1.546 -0.062 4.627  -0.876
O -2.152 -1.066 3.836  -0.084
C -1.277 -2.117 3.466  -0.493
C -1.481 -3.349 4.319  -0.668
O -1.122 -3.121 5.668  -0.388
C -2.227 -2.911 6.528  -0.660
H -2.340 0.594 4.979  0.224
H -1.023 -0.487 5.487  0.507
H -0.835 0.528 4.035  0.175
H -0.235 -1.787 3.539  0.357
H -1.483 -2.368 2.421  0.329
H -0.847 -4.154 3.934  0.392
H -2.524 -3.677 4.248  0.331
H -2.796 -3.835 6.668  0.340
H -2.896 -2.137 6.145  0.250
H -1.827 -2.596 7.491  0.241
C -9.551 2.420 1.673  -0.724
O -8.760 1.321 1.266  -0.410
C -7.462 1.307 1.837  -0.181
C -7.361 0.342 2.996  -0.277
O -8.160 0.735 4.099  -0.408
C -9.379 0.026 4.202  -0.722
H -10.560 2.246 1.303  0.259
H -9.579 2.518 2.761  0.319
H -9.175 3.356 1.243  0.308
H -7.182 2.312 2.171  0.315
H -6.754 1.001 1.064  0.114
H -6.321 0.308 3.336  0.207
H -7.641 -0.664 2.662  0.301
H -9.205 -1.017 4.493  0.316
H -9.937 0.042 3.262  0.317
H -9.968 0.511 4.978  0.252
C -6.503 -2.561 -3.556  -0.651
O -5.726 -3.680 -3.937  -0.378
C -4.447 -3.724 -3.338  -0.405
C -4.396 -4.685 -2.170  -0.503
O -5.214 -4.255 -1.098  -0.268
C -6.449 -4.942 -1.006  -0.788
H -7.505 -2.715 -3.952  0.249
H -6.559 -2.458 -2.469  0.264
H -6.095 -1.637 -3.980  0.307
H -4.150 -2.724 -3.000  0.221
H -3.732 -4.052 -4.099  0.373
H -3.366 -4.741 -1.804  0.355
H -4.692 -5.686 -2.502  0.347
H -6.300 -5.973 -0.669  0.296
H -6.976 -4.952 -1.963  0.345
H -7.054 -4.415 -0.270  0.242
C 6.954 -3.033 -1.929  -0.641
O 6.377 -3.828 -2.941  -0.297
C 7.242 -4.855 -3.420  -0.496
C 6.937 -6.193 -2.786  -0.631
O 7.201 -6.178 -1.397  -0.375
C 6.042 -6.101 -0.588  -0.687
H 6.155 -2.408 -1.527  0.202
H 7.385 -3.621 -1.118  0.430
H 7.733 -2.388 -2.360  0.261
H 8.285 -4.588 -3.221  0.343
H 7.105 -4.925 -4.502  0.400
H 7.578 -6.950 -3.247  0.385
H 5.895 -6.470 -2.979  0.333
H 5.469 -7.033 -0.631  0.346
H 5.392 -5.274 -0.890  0.273
H 6.376 -5.943 0.435  0.248

## Properties
Total charge ... +1
Multiplicity ... 1
Calculated total energy ... -8011.6830 a.u.
HOMO energy ... -0.3691 Ha
LUMO level ... -0.1171 Eh


total charge of number 2 (C33H77BBr2IN2O15)?
+1


Which value of calculated total energy does entry 1 give?
-2449.7348 a.u.